No. 1
Molecular formula: H2N5O
Method: DFT, ωB97M-V/def2-TZVPD

Structure (XYZ):
```
8
H2N5O | the OMol25 dataset | ωB97M-V/def2-TZVPD
N -0.9382 0.0937 -1.5954
N 0.1522 0.4583 -1.4927
N -1.9692 -0.2958 -1.8526
N 1.4682 -0.3671 1.5530
N 1.6665 -0.1700 2.6242
O 1.7656 0.2285 3.7000
H -2.8499 -0.4804 -2.3239
H 0.7048 0.5328 -0.6126
```

- HOMO energy: -15.413 eV
- Electronic energy: -9517.0471 eV
- LUMO energy: -6.121 eV
- Charge: +1
- Multiplicity: 1


No. 2
Molecular formula: H2N5O2
Method: DFT, ωB97M-V/def2-TZVPD

Structure (XYZ):
```
9
H2N5O2 | the OMol25 dataset | ωB97M-V/def2-TZVPD
N -1.5067 -0.7876 0.0405
N -0.2613 -0.8511 0.1800
N 1.0351 0.6665 -0.0105
N -2.2462 0.1529 -0.0605
N 2.2108 0.5760 0.5053
O -3.4398 0.2154 -0.4392
O 3.2371 0.5210 -0.3004
H -0.1110 -1.3497 1.1359
H 1.0820 0.8565 -1.0512
```

- HOMO energy (alpha / beta): -3.914 / -3.915 eV
- Electronic energy: -11571.0579 eV
- LUMO energy (alpha / beta): 3.196 / 3.199 eV
- Charge: -1
- Multiplicity: 1


No. 3
Molecular formula: H2NO2S
Method: DFT, ωB97M-V/def2-TZVPD

Structure (XYZ):
```
6
H2NO2S | the OMol25 dataset | ωB97M-V/def2-TZVPD
N -0.6359 -0.1133 -0.0955
O 0.8035 1.8831 2.3715
O 0.3570 -0.3437 3.1694
S -0.1974 0.7646 2.4552
H -0.2299 0.8035 -0.1953
H -0.0438 -0.7811 0.3655
```

- HOMO energy (alpha / beta): -2.340 / -3.475 eV
- Electronic energy: -16452.0668 eV
- LUMO energy (alpha / beta): 4.050 / 4.099 eV
- Charge: -1
- Multiplicity: 1


No. 4
Molecular formula: H2NO2S
Method: DFT, ωB97M-V/def2-TZVPD

Structure (XYZ):
```
6
H2NO2S | the OMol25 dataset | ωB97M-V/def2-TZVPD
N 2.0722 0.4508 0.7813
O 0.7813 0.2841 0.7029
O -2.2662 -0.0342 -1.8582
S -1.2304 -0.3305 -0.7881
H 2.4467 -0.5694 0.6380
H -1.8036 0.1992 0.5241
```

- HOMO energy (alpha / beta): -1.393 / -2.005 eV
- Electronic energy: -16448.9058 eV
- LUMO energy (alpha / beta): 3.988 / 3.147 eV
- Charge: -1
- Multiplicity: 3
- <S²>: 2.011


No. 5
Molecular formula: H2NO3S2
Method: DFT, ωB97M-V/def2-TZVPD

Structure (XYZ):
```
8
H2NO3S2 | the OMol25 dataset | ωB97M-V/def2-TZVPD
N -0.0390 0.2323 1.5554
O 1.4887 -0.3941 -0.9757
O -0.3943 -1.7240 -1.7115
O -0.0221 -1.0015 0.8538
S -1.1476 2.0104 -1.3706
S 0.0574 -0.5865 -0.8949
H 0.7999 0.6787 1.4874
H -0.7430 0.7846 1.0561
```

- HOMO energy (alpha / beta): -4.870 / -4.840 eV
- Electronic energy: -29333.0843 eV
- LUMO energy (alpha / beta): 1.783 / 1.804 eV
- Charge: -1
- Multiplicity: 1


No. 6
Molecular formula: H2NO3S2
Method: DFT, ωB97M-V/def2-TZVPD

Structure (XYZ):
```
8
H2NO3S2 | the OMol25 dataset | ωB97M-V/def2-TZVPD
N 0.1175 0.6779 0.5393
O -1.7137 -0.9768 0.1605
O -2.2093 1.1604 0.9743
O -1.5915 0.8155 -1.4205
S 1.1220 -0.4593 -0.0938
S -1.5100 0.4157 -0.0162
H -0.2057 0.4819 1.4776
H 0.4892 -0.2680 -1.2295
```

- HOMO energy (alpha / beta): -0.767 / -5.680 eV
- Electronic energy: -29332.7635 eV
- LUMO energy (alpha / beta): 3.482 / 1.789 eV
- Charge: -1
- Multiplicity: 3
- <S²>: 2.005


Results for relative energy (zero: lowest compared OMol25 entry of this formula, charge and spin): 46.6, 71.7, 32.1, 29.5, 88.0, 60.2 (in kcal per mole, following the order of the records).
Results for F_max: 2.1, 4.0, 3.2, 2.5, 4.1, 4.5 (in eV Å⁻¹, following the order of the records).